[1]
{
  "formula": "C9H17Br3F6NNaO10S4",
  "method": "ωB97M-V with the def2-TZVPD basis set",
  "charge": 0,
  "gap_ev": 6.004,
  "species": ["Na", "C", "F", "F", "F", "S", "O", "O", "N", "S", "O", "O", "C", "F", "F", "F", "O", "S", "O", "O", "C", "C", "C", "H", "H", "H", "H", "H", "H", "H", "H", "O", "S", "O", "O", "C", "C", "C", "H", "H", "H", "H", "H", "H", "H", "H", "C", "Br", "Br", "Br", "H"],
  "xyz": [[-2.170, -0.642, 2.255], [-5.869, 0.101, -1.693], [-5.519, 1.030, -0.890], [-6.940, 0.532, -2.312], [-4.835, -0.148, -2.512], [-6.300, -1.536, -0.739], [-6.682, -1.087, 0.515], [-7.327, -2.146, -1.594], [-4.736, -2.314, -0.485], [-5.070, -3.640, -1.164], [-6.071, -4.477, -0.525], [-5.095, -3.605, -2.634], [-3.595, -4.766, -0.670], [-3.968, -6.092, -0.908], [-2.535, -4.509, -1.470], [-3.399, -4.823, 0.670], [1.685, -1.864, 0.298], [2.445, -1.645, -0.937], [3.782, -0.992, -0.962], [2.584, -3.071, -1.780], [3.601, -3.996, -1.383], [3.226, -4.719, -0.120], [1.327, -0.915, -2.221], [4.554, -3.472, -1.307], [3.870, -4.600, -2.250], [3.999, -5.476, 0.019], [2.195, -5.048, -0.248], [3.228, -4.080, 0.763], [1.919, -0.435, -3.000], [0.752, -0.089, -1.804], [0.678, -1.741, -2.510], [-0.035, 4.477, 1.089], [0.989, 5.551, 0.982], [2.110, 5.617, 1.974], [1.661, 5.447, -0.542], [3.023, 6.089, -0.669], [4.229, 5.059, -0.721], [0.106, 7.137, 0.806], [3.405, 6.740, 0.118], [2.970, 6.718, -1.557], [5.145, 5.623, -0.898], [4.301, 4.529, -1.671], [4.466, 4.386, 0.103], [0.710, 7.881, 1.325], [-0.910, 7.107, 1.199], [0.010, 7.447, -0.235], [1.742, -1.924, 5.947], [0.508, -3.424, 5.455], [2.487, -2.114, 7.824], [0.768, -0.212, 5.817], [2.578, -1.864, 5.250]],
  "forces_ev_per_angstrom": [[-0.143, -0.211, -0.232], [0.140, -3.073, -0.367], [1.117, 1.933, 2.186], [-0.434, -0.217, -0.991], [-0.487, 0.233, -0.458], [0.251, -0.097, -3.515], [-0.970, 1.402, 3.601], [2.205, 0.757, 1.235], [-2.379, 2.971, -0.016], [0.304, -5.828, -2.694], [0.076, 1.009, -0.106], [0.518, 0.016, 2.028], [-1.690, -1.818, -0.898], [0.544, 1.856, -0.528], [0.046, -0.170, 1.565], [1.118, 1.241, -0.773], [1.275, 0.464, -1.494], [1.002, 0.056, -1.490], [-3.017, -1.341, 0.639], [-0.442, 1.412, 0.667], [1.270, 0.824, 0.053], [0.126, 0.140, -0.303], [0.553, 0.192, 1.100], [0.010, 0.512, 0.580], [-1.038, -0.482, -0.023], [-0.514, -0.476, 0.205], [0.221, -0.710, 0.185], [0.155, 0.217, -0.167], [0.162, -0.729, -0.120], [-0.042, -0.280, 0.480], [0.154, 0.240, -0.268], [2.441, 2.332, -0.399], [0.579, -1.690, 0.441], [-3.045, 0.086, -2.409], [0.983, 0.832, 2.106], [1.407, -1.528, 0.130], [-0.175, 0.629, -1.701], [0.371, 0.240, 0.200], [-1.397, 0.102, 0.602], [-0.077, -0.476, -0.175], [0.033, 0.758, 0.608], [-0.854, -0.659, 0.090], [-0.792, 0.238, 0.163], [-0.109, -0.054, 0.085], [0.289, -0.406, 0.337], [0.315, -0.473, -0.063], [-0.641, -0.066, 1.011], [1.080, 1.040, 0.383], [-0.659, 0.019, -1.715], [0.424, -0.711, 0.005], [-0.267, -0.258, 0.220]],
  "mulliken_charge": [0.986, 0.686, -0.233, -0.224, -0.236, 0.994, -0.628, -0.558, -0.412, 1.062, -0.639, -0.637, 0.517, -0.239, -0.209, -0.230, -0.557, 1.130, -0.628, -0.286, -0.451, -0.926, -0.895, 0.353, 0.346, 0.377, 0.255, 0.275, 0.321, 0.363, 0.326, -0.599, 1.181, -0.599, -0.342, -0.273, -1.144, -0.910, 0.295, 0.389, 0.369, 0.329, 0.311, 0.323, 0.361, 0.309, -0.331, -0.020, -0.018, -0.042, 0.413]
}


[2]
{
  "formula": "C9H17ClO2",
  "method": "ωB97M-V with the def2-TZVPD basis set",
  "relative_energy_ev": 10.569,
  "charge": 0,
  "gap_ev": 8.638,
  "species": ["C", "C", "C", "C", "C", "C", "C", "C", "C", "H", "H", "H", "H", "H", "H", "H", "H", "H", "H", "H", "H", "H", "H", "H", "H", "H", "O", "O", "Cl"],
  "xyz": [[-2.819, 1.767, -2.423], [-2.317, 1.848, -0.805], [-0.879, 1.637, -0.550], [-0.174, 0.795, -1.516], [-0.575, -0.621, -1.062], [0.157, -1.636, -1.824], [0.760, -1.226, -3.261], [-0.561, -0.835, 0.514], [0.955, -0.600, 2.224], [-2.321, 2.644, -3.100], [-3.871, 1.745, -2.506], [-2.630, 0.755, -2.953], [-2.968, 1.126, 0.085], [-2.710, 2.893, -0.520], [-0.623, 1.409, 0.456], [-0.549, 2.718, -0.761], [0.906, 0.982, -1.397], [-0.389, 1.000, -2.647], [-1.798, -0.548, -1.311], [1.217, -1.761, -1.271], [-0.367, -2.732, -1.660], [0.573, -2.758, -3.609], [-0.235, -0.117, -4.162], [2.583, -0.675, -3.501], [-1.472, -0.890, 1.355], [-0.337, -2.082, 0.665], [0.580, -0.028, 1.001], [0.284, -1.256, 2.908], [2.399, -0.013, 2.810]],
  "forces_ev_per_angstrom": [[2.751, -0.645, 0.163], [-5.169, -0.651, 0.591], [0.371, 5.358, -1.662], [0.942, -0.922, -0.720], [-4.567, 1.952, 0.127], [3.164, -2.220, 0.952], [-1.548, -2.732, -1.898], [-0.115, -3.899, 0.784], [-0.658, 2.669, -2.063], [-1.252, -2.096, 1.856], [-1.315, 0.894, 0.274], [0.498, 1.528, 0.974], [1.301, 1.661, -3.230], [0.927, -1.518, -0.167], [-0.173, 0.236, 0.487], [0.451, -1.214, 0.642], [-0.167, -0.375, -0.077], [0.074, -0.381, 2.451], [3.014, -0.928, 0.355], [-2.153, 0.027, -0.803], [1.310, 2.635, -1.179], [1.148, 4.603, -0.308], [2.627, -3.140, 2.059], [-3.926, -1.151, 0.692], [1.924, 1.343, -2.851], [0.040, 3.379, -0.528], [0.137, -3.189, 2.063], [-1.736, -2.136, 0.966], [2.101, 0.912, 0.050]],
  "mulliken_charge": [-1.067, -0.465, -0.363, -0.870, 1.024, -0.724, -0.775, -0.850, 0.491, 0.229, 0.463, 0.220, 0.142, 0.354, 0.350, 0.336, 0.304, 0.019, 0.070, 0.173, 0.410, 0.239, 0.235, 0.201, 0.249, 0.380, -0.254, -0.381, -0.142]
}


[3]
{
  "formula": "C9H17EuNOP",
  "method": "ωB97M-V with the def2-TZVPD basis set",
  "charge": -1,
  "spin_multiplicity": 8,
  "gap_ev": [3.336, 4.982],
  "species": ["C", "C", "C", "C", "C", "Eu", "P", "H", "H", "H", "H", "H", "H", "H", "H", "C", "N", "C", "C", "C", "O", "H", "H", "H", "H", "H", "H", "H", "H", "H"],
  "xyz": [[-0.584, -0.737, -3.229], [-1.453, -1.266, -4.188], [-0.900, -2.446, -4.764], [0.374, -2.729, -4.193], [0.704, -1.765, -3.232], [1.591, 0.651, -0.715], [0.922, 3.467, -0.806], [-0.689, 0.153, -2.597], [-2.419, -0.837, -4.454], [-1.387, -3.047, -5.530], [1.600, -1.668, -2.603], [1.003, -3.577, -4.464], [-0.390, 3.945, -0.462], [0.975, 4.114, -2.088], [1.645, 4.486, -0.100], [-0.113, -0.022, 4.367], [-0.520, 0.000, 2.966], [-1.900, -0.324, 2.628], [0.315, 0.215, 1.955], [1.764, 0.571, 2.168], [-0.157, 0.126, 0.762], [-1.012, -0.205, 4.962], [0.333, 0.939, 4.665], [0.617, -0.821, 4.569], [-2.347, 0.464, 2.008], [-1.962, -1.272, 2.073], [-2.448, -0.411, 3.569], [2.435, -0.197, 1.719], [1.996, 1.591, 1.775], [2.007, 0.601, 3.236]],
  "forces_ev_per_angstrom": [[3.538, -2.730, 0.049], [0.572, -0.236, 0.167], [0.183, 0.232, 0.291], [-0.349, 0.554, 0.234], [-3.433, 2.798, 0.029], [0.291, -0.646, -1.224], [-0.201, 0.521, 0.347], [-0.132, -0.292, -0.284], [0.220, -0.119, 0.048], [0.103, 0.108, 0.140], [-0.311, -0.212, -0.354], [-0.163, 0.200, 0.053], [0.399, -0.140, -0.085], [0.045, 0.276, 0.072], [-0.314, -0.126, -0.441], [0.079, 0.084, -0.197], [-0.681, 0.046, 1.081], [-0.173, -0.073, 0.009], [0.724, -0.260, -1.633], [-1.001, -0.826, 1.226], [0.711, 0.374, 1.515], [0.311, 0.086, 0.001], [-0.170, -0.275, -0.004], [-0.168, 0.149, -0.042], [0.142, -0.259, 0.153], [0.002, 0.264, 0.113], [-0.060, -0.012, -0.258], [-0.221, 0.425, -0.222], [-0.014, 0.063, -0.506], [0.071, 0.028, -0.278]],
  "mulliken_spin": [-0.031, 0.022, -0.002, 0.015, -0.131, 6.296, 0.108, 0.001, 0.002, 0.000, 0.079, 0.002, 0.030, 0.082, 0.027, 0.009, -0.030, -0.013, 0.045, -0.099, 0.226, 0.000, 0.006, -0.009, 0.019, 0.003, -0.002, 0.217, 0.250, -0.122]
}


[4]
{
  "formula": "C9H17F6NO5S",
  "method": "ωB97M-V with the def2-TZVPD basis set",
  "charge": 0,
  "gap_ev": 2.512,
  "species": ["C", "O", "C", "N", "C", "C", "O", "C", "F", "F", "F", "S", "O", "O", "C", "F", "F", "F", "H", "H", "H", "H", "H", "H", "H", "H", "H", "H", "C", "C", "C", "O", "H", "H", "H", "H", "H", "H", "H"],
  "xyz": [[4.226, 1.074, 1.868], [3.810, -0.071, 1.015], [2.827, 0.367, -0.009], [2.197, -0.817, -0.774], [1.621, -0.271, -2.098], [0.944, 1.214, -1.964], [-0.155, 1.268, -2.984], [3.281, -1.817, -1.231], [3.665, -2.793, -0.188], [2.819, -2.642, -2.410], [4.517, -1.099, -1.717], [1.030, -1.683, 0.193], [1.502, -1.931, 1.679], [0.702, -3.127, -0.357], [-0.649, -0.833, 0.352], [-1.502, -1.799, 1.142], [-1.370, -0.696, -0.964], [-0.628, 0.416, 1.150], [5.372, 1.061, 2.141], [3.574, 0.996, 2.864], [4.041, 2.118, 1.323], [3.442, 1.085, -0.738], [1.996, 0.968, 0.602], [0.790, -1.038, -2.477], [2.467, -0.167, -2.935], [1.744, 2.012, -2.279], [0.429, 1.443, -0.939], [-0.967, 1.623, -2.511], [-4.444, -0.009, -0.040], [-4.145, 0.810, 1.226], [-5.331, 0.692, 2.199], [-4.035, 2.079, 0.873], [-5.350, 0.334, -0.558], [-3.612, 0.037, -0.754], [-4.596, -1.064, 0.216], [-3.302, 0.305, 1.718], [-6.269, 1.061, 1.764], [-5.147, 1.251, 3.125], [-5.491, -0.356, 2.477]],
  "forces_ev_per_angstrom": [[-0.499, 1.054, 0.810], [-0.942, 1.069, -1.524], [2.160, 2.535, 2.813], [4.641, 0.869, -2.592], [-1.819, 0.814, -2.530], [-1.177, 0.361, -0.699], [0.723, 0.317, 2.306], [3.681, -3.914, -1.648], [-1.461, 4.128, -3.893], [1.466, 3.241, 4.393], [-4.297, -2.294, 1.822], [-2.554, -9.992, 7.312], [-1.223, 2.700, -5.882], [1.385, 6.440, 0.299], [-6.523, 0.786, 1.596], [2.860, 3.251, -2.592], [2.972, 0.022, 4.479], [0.181, -4.053, -3.332], [-2.417, -0.521, -0.809], [1.485, 0.388, -2.208], [0.239, -2.235, 1.139], [-1.830, -1.796, 1.075], [1.306, -1.517, -1.813], [1.892, 1.678, 0.931], [-1.674, -0.620, 2.255], [-1.571, -1.459, 0.917], [1.423, -0.481, -1.724], [1.386, -0.699, -0.827], [-0.112, -0.891, -0.582], [-1.832, 0.245, -0.052], [-0.415, -0.768, 0.464], [1.344, 1.079, -0.300], [0.206, 0.162, 0.269], [-0.173, 0.172, 0.218], [0.026, -0.110, 0.037], [0.762, 0.059, 0.148], [0.335, 0.047, -0.110], [0.113, -0.008, -0.278], [-0.068, -0.061, 0.111]],
  "mulliken_charge": [-0.668, -0.294, -0.725, 0.290, -0.503, -0.293, -0.555, 0.705, -0.183, -0.217, -0.242, 1.002, -0.556, -0.558, 0.654, -0.205, -0.204, -0.216, 0.261, 0.276, 0.303, 0.396, 0.501, 0.314, 0.377, 0.294, 0.312, 0.349, -1.135, 1.014, -1.426, -0.785, 0.438, 0.073, 0.282, -0.076, 0.341, 0.331, 0.331]
}


[5]
{
  "formula": "C9H17IO4",
  "method": "ωB97M-V with the def2-TZVPD basis set",
  "charge": 0,
  "smiles": "CCO[C@]1(I)CCOC1=O.CC(C)O",
  "gap_ev": 9.770,
  "species": ["C", "C", "O", "C", "I", "C", "C", "O", "C", "O", "H", "H", "H", "H", "H", "H", "H", "H", "H", "C", "C", "C", "O", "H", "H", "H", "H", "H", "H", "H", "H"],
  "xyz": [[0.666, 2.278, 0.860], [0.034, 0.927, 1.128], [-0.746, 0.381, 0.059], [-1.879, 1.016, -0.332], [-1.488, 2.470, -1.948], [-2.771, 1.631, 0.728], [-4.111, 1.651, 0.011], [-4.104, 0.460, -0.795], [-2.839, 0.021, -0.985], [-2.568, -0.972, -1.576], [1.265, 2.256, -0.050], [-0.060, 3.085, 0.767], [1.324, 2.511, 1.696], [0.820, 0.190, 1.271], [-0.570, 0.959, 2.040], [-2.453, 2.577, 1.154], [-2.828, 0.875, 1.521], [-4.219, 2.516, -0.644], [-4.961, 1.608, 0.684], [1.500, -2.107, -1.146], [2.710, -1.697, -0.323], [3.861, -2.680, -0.457], [2.354, -1.521, 1.052], [1.134, -3.083, -0.814], [0.689, -1.387, -1.036], [1.755, -2.187, -2.203], [3.045, -0.706, -0.640], [3.552, -3.670, -0.107], [4.715, -2.358, 0.139], [4.175, -2.775, -1.497], [2.035, -2.368, 1.383]],
  "forces_ev_per_angstrom": [[-0.023, 0.010, -0.096], [0.136, 0.098, 0.183], [0.084, -0.090, -0.123], [0.025, -0.085, 0.357], [0.003, 0.121, -0.115], [-0.051, -0.178, 0.027], [0.004, 0.108, -0.003], [-0.076, -0.024, 0.127], [-0.083, 0.227, -0.353], [0.075, -0.198, -0.019], [0.001, -0.005, -0.009], [-0.027, 0.010, 0.005], [0.018, 0.007, 0.035], [-0.051, -0.102, 0.029], [-0.046, 0.003, -0.039], [-0.003, 0.088, -0.126], [0.028, 0.113, 0.120], [0.039, 0.018, -0.012], [-0.043, -0.109, 0.021], [-0.019, 0.022, 0.048], [-0.046, 0.004, -0.085], [0.013, 0.007, 0.051], [0.031, -0.034, 0.038], [0.012, -0.015, -0.020], [0.006, -0.010, -0.009], [0.008, -0.003, 0.000], [0.003, 0.001, -0.003], [-0.002, -0.006, -0.022], [-0.005, 0.004, -0.001], [-0.006, 0.001, -0.006], [-0.004, 0.017, -0.001]],
  "mulliken_charge": [-1.307, -0.042, -0.308, -0.012, 0.076, -0.537, -0.541, -0.360, 0.552, -0.529, 0.298, 0.330, 0.428, 0.296, 0.315, 0.311, 0.364, 0.285, 0.388, -0.968, 0.503, -1.438, -0.547, 0.332, 0.094, 0.357, 0.236, 0.367, 0.345, 0.374, 0.337]
}


[6]
{
  "formula": "C9H17Li2O9P",
  "method": "ωB97M-V with the def2-TZVPD basis set",
  "relative_energy_ev": 0.721,
  "charge": -2,
  "gap_ev": 3.755,
  "species": ["Li", "Li", "P", "O", "O", "O", "O", "O", "C", "O", "O", "H", "C", "C", "C", "O", "C", "H", "H", "H", "H", "H", "H", "H", "H", "C", "C", "C", "O", "C", "H", "H", "H", "H", "H", "H", "H", "H"],
  "xyz": [[-2.998, 0.777, 3.459], [-0.861, 0.737, 1.789], [-0.765, 0.350, 4.320], [0.184, 0.648, 5.459], [-2.005, -0.519, 4.656], [0.006, -0.307, 3.113], [-1.321, 1.661, 3.582], [-3.514, -1.602, -0.185], [-2.875, -1.449, 1.068], [-2.495, -2.500, 1.582], [-2.752, -0.248, 1.446], [-3.396, -2.553, -0.293], [0.075, -1.399, -1.281], [1.479, -1.947, -1.378], [1.490, -2.383, -2.843], [0.157, -2.796, -3.125], [-0.679, -2.511, -1.969], [-0.083, -0.524, -1.927], [-0.251, -1.067, -0.301], [1.735, -2.739, -0.675], [2.198, -1.148, -1.157], [2.166, -3.224, -3.024], [1.813, -1.537, -3.459], [-0.702, -3.420, -1.355], [-1.692, -2.312, -2.308], [1.171, 2.973, -1.354], [2.224, 2.296, -0.457], [1.467, 2.065, 0.848], [0.176, 1.722, 0.402], [-0.163, 2.510, -0.744], [1.280, 2.775, -2.422], [1.315, 4.057, -1.282], [3.150, 2.875, -0.368], [2.584, 1.366, -0.909], [1.477, 2.913, 1.537], [1.920, 1.227, 1.376], [-0.761, 3.368, -0.422], [-0.753, 1.867, -1.395]],
  "forces_ev_per_angstrom": [[1.165, -0.915, 0.141], [-0.255, -0.474, 1.311], [1.526, -0.803, -1.126], [-0.340, 0.289, 0.463], [-0.795, 0.935, 0.087], [0.249, -0.014, -0.488], [-1.234, 0.585, -0.344], [-0.035, 0.071, -0.230], [0.746, 0.385, 0.813], [-0.302, 0.129, -0.326], [-0.379, -0.006, -0.394], [-0.204, -0.065, -0.128], [-0.930, 0.167, 0.026], [0.905, 1.204, -0.131], [0.278, -0.323, 0.695], [-0.225, 0.116, -0.309], [0.243, -0.684, 0.061], [0.519, 0.052, 0.003], [-0.108, -0.536, 0.327], [-0.540, -0.202, 0.021], [0.068, -0.142, -0.262], [0.025, 0.006, -0.093], [-0.260, -0.061, -0.256], [-0.102, 0.146, 0.127], [0.074, 0.296, -0.069], [0.434, 0.445, -0.014], [0.528, 0.228, -0.571], [1.235, -0.479, -0.224], [-0.444, -0.061, -0.162], [0.203, 0.024, 0.335], [-0.074, -0.410, 0.093], [-0.327, -0.022, 0.206], [-0.282, 0.282, 0.235], [-0.461, -0.228, 0.213], [-0.238, 0.183, -0.178], [-0.528, -0.121, 0.275], [-0.095, -0.079, -0.064], [-0.038, 0.081, -0.059]],
  "mulliken_charge": [0.762, 1.039, 0.829, -0.842, -0.885, -0.773, -1.070, -0.521, 0.701, -0.675, -0.797, 0.278, 0.118, -0.575, -0.443, -0.474, -0.395, -0.171, 0.305, 0.301, 0.156, 0.332, 0.250, 0.283, 0.238, -0.603, -0.323, -0.474, -0.151, -0.666, 0.289, 0.328, 0.388, 0.004, 0.323, 0.320, 0.291, 0.303]
}


| no. | E_tot (eV) | largest force on an atom (Eh/bohr) |
| --- | --- | --- |
| 1 | -305756.783 | 0.1250 |
| 2 | -26213.020 | 0.1093 |
| 3 | -41756.053 | 0.0869 |
| 4 | -48460.084 | 0.2459 |
| 5 | -25899.118 | 0.0083 |
| 6 | -37741.643 | 0.0400 |